w | Entry from the OMol25 dataset: a cluster of 3 separate species, C2H11NO2 in total (wB97M-V/def2-TZVPD).

Last column: Mulliken charge in e.
Positions of all 16 atoms, in Å:
H 2.131 -1.351 -0.891  0.317
H 0.508 0.388 1.850  0.259
H -1.527 -0.105 0.685  0.242
H 2.162 -0.050 -1.429  0.311
H 0.970 0.721 0.131  -0.131
N -1.302 0.865 0.780  -0.330
H 0.121 2.057 1.134  0.544
H -1.165 2.606 -0.545  0.314
O 0.420 -2.061 0.518  -0.618
C -1.800 1.750 -0.319  -0.804
H 0.245 -2.709 1.289  0.306
O 2.001 -1.047 -1.748  -0.644
C 0.213 0.979 0.957  -0.628
H 0.588 -2.555 -0.312  0.332
H -2.870 1.993 -0.004  0.257
H -1.893 1.439 -1.357  0.272

The structure (SMILES) is CNC.O.O. As for the HOMO energy: -0.32004 Eh. Its charge is 0. For the LUMO energy, the calculation gives 0.51 eV.


x | Entry from the OMol25 dataset: a structure of composition C2H11NO2 (wB97M-V/def2-TZVPD).

Last column: Mulliken charge in e.
Positions of all 16 atoms, in Å:
H -1.186 -0.573 -0.529  0.279
H -0.634 1.166 -0.302  0.448
H 1.742 -0.369 -0.392  0.322
N -0.377 -0.129 -0.107  -0.568
O -0.990 2.253 -0.315  -0.886
H 1.289 -2.868 -1.310  0.316
H -0.700 2.856 -1.015  0.245
H 0.688 -0.430 -1.832  0.291
H -1.221 2.045 2.644  0.301
C 0.791 -0.744 -0.777  -0.384
H -0.252 -2.609 -0.335  0.309
C 0.758 -2.268 -0.564  -0.993
O -0.346 1.982 2.264  -0.704
H -0.503 -0.038 0.911  0.357
H 1.345 -2.563 0.325  0.271
H -0.405 2.289 1.332  0.399

As for the HOMO energy: -0.35870 Eh. Its charge is 0. For the LUMO energy, the calculation gives 0.84 eV.


Which structure wins on stability? x wins.


w | Entry from the OMol25 dataset: the ion C5H9N2 with charge +1 (wB97M-V/def2-TZVPD).

Last column: Mulliken charge in e.
Positions of all 16 atoms, in Å:
H 0.002 2.432 -0.662  0.371
H 3.392 -0.319 0.604  0.314
N -0.711 0.685 -0.172  0.133
H -0.075 -1.883 0.875  0.317
N 1.697 -0.687 -0.192  -0.339
C -1.615 -0.268 0.320  -0.593
H -1.326 2.412 0.581  0.289
H -1.096 -2.319 -0.537  0.266
H 0.229 -0.696 -1.661  0.384
C 2.539 0.131 0.245  -0.227
C -0.609 1.931 -0.066  -0.258
C 0.396 -0.510 -0.660  0.010
H -2.572 -0.426 -0.366  0.268
H -1.842 -0.200 1.310  0.401
H 2.250 1.142 0.296  0.193
C -0.659 -1.425 0.085  -0.530

The structure (SMILES) is C=N[C@H]1CC[N+]1=C. As for the HOMO energy: -0.53928 Eh. Its charge is +1. For the LUMO energy, the calculation gives -4.79 eV.


x | Entry from the OMol25 dataset: the ion C5H9N2 with charge +1 (wB97M-V/def2-TZVPD).

Last column: Mulliken charge in e.
Positions of all 16 atoms, in Å:
H 1.866 -1.500 -0.669  0.214
H 0.059 -0.759 2.395  0.414
H -0.935 2.735 0.195  0.413
H 0.174 -2.420 -2.441  0.331
H 0.497 -2.489 0.093  0.328
H -0.992 -1.233 -1.994  0.404
H 0.433 1.105 -1.457  0.243
C -0.550 1.759 0.377  -0.187
C 0.726 -1.531 -0.544  -0.047
C 0.100 -1.480 -1.899  -1.367
C 0.014 -0.212 1.466  -0.536
N -0.708 1.025 1.473  -0.058
C 0.320 -0.292 0.142  0.263
H 0.303 -0.637 -2.534  0.343
N 0.169 1.015 -0.485  -0.043
H -1.290 1.457 2.250  0.285

The structure (SMILES) is CCc1c[nH]c[nH+]1. As for the HOMO energy: -0.51835 Eh. Its charge is +1. For the LUMO energy, the calculation gives -3.34 eV.


y | Entry from the OMol25 dataset: a cluster of 2 separate species, C5H9N2 in total (wB97M-V/def2-TZVPD).

Last column: Mulliken charge in e.
Positions of all 16 atoms, in Å:
H 0.143 2.706 0.807  0.437
H 0.989 -2.078 -0.155  0.366
C -0.353 -0.311 0.411  0.550
H 2.224 1.870 -0.189  0.291
C 0.385 1.695 0.595  -0.726
H 2.180 -0.415 -1.392  0.278
C 1.305 1.390 -0.567  -0.339
H -2.847 -1.693 -0.770  0.333
C 0.769 -0.966 -0.048  -0.383
C -2.649 -2.073 0.259  -0.847
H -2.698 -1.271 0.988  0.316
H -2.060 -2.876 0.337  0.368
H 0.930 1.823 -1.568  0.333
N 1.459 -0.048 -0.752  -0.072
N -0.725 0.823 0.524  -0.251
H 0.949 1.426 1.522  0.346

As for the HOMO energy (alpha / beta): -0.46979 / -0.49488 Eh. Its charge is +1. For the LUMO energy (alpha / beta), the calculation gives -6.23 / -5.58 eV.


z | Entry from the OMol25 dataset: a structure of composition C5H9N2 (wB97M-V/def2-TZVPD).

Last column: Mulliken charge in e.
Positions of all 16 atoms, in Å:
C 0.195 -0.368 0.838  -0.937
H -0.801 3.340 1.205  0.441
H -0.482 -1.036 1.268  0.435
C -2.059 1.186 -0.477  -0.186
C 1.691 -1.926 -0.456  -0.920
C -1.026 1.228 0.362  0.285
H 1.009 0.017 -0.961  0.427
N -2.176 2.728 -0.226  -0.389
H 0.958 0.076 1.326  0.507
H -2.778 0.488 -0.875  0.358
H 1.384 -2.686 0.146  0.394
H 2.632 -1.521 -0.005  0.359
H 2.119 -2.187 -1.370  0.378
C -1.187 2.676 0.548  -0.335
H -0.174 -1.212 -0.931  0.393
N 0.696 -0.804 -0.391  -0.211

As for the HOMO energy: -0.47490 Eh. Its charge is +1. For the LUMO energy, the calculation gives -4.13 eV.


Which structure wins on stability? x wins.


w | Entry from the OMol25 dataset: the ion C5H9N2 with charge +1 (wB97M-V/def2-TZVPD).

Last column: Mulliken charge in e.
Positions of all 16 atoms, in Å:
H -1.317 -2.039 0.739  0.323
C 0.035 -0.249 0.235  0.018
C 1.108 0.261 -0.555  -0.324
N -2.408 0.202 -0.004  0.106
H -0.385 -2.121 -0.855  0.287
N -1.408 -0.305 -0.603  -0.229
H 3.137 1.266 -0.405  0.328
H -4.266 1.379 0.545  0.514
C -0.786 -1.482 -0.081  -0.463
C -3.362 0.730 0.384  -0.062
C 2.429 0.574 0.193  -1.338
H 2.178 1.135 1.007  0.417
H 0.856 1.159 -0.930  0.303
H 2.998 -0.268 0.469  0.372
H -0.238 0.128 1.215  0.388
H 1.431 -0.369 -1.353  0.359

The structure (SMILES) is C#[N+]N1C[C@H]1CC. As for the HOMO energy: -0.54758 Eh. Its charge is +1. For the LUMO energy, the calculation gives -4.20 eV.


x | Entry from the OMol25 dataset: the ion C5H9N2 with charge +1 (wB97M-V/def2-TZVPD).

Last column: Mulliken charge in e.
Positions of all 16 atoms, in Å:
H 0.114 -2.690 -0.665  0.516
N -2.072 -1.545 1.258  -0.285
H 1.815 1.965 0.841  0.316
H 1.156 -1.384 -1.416  0.326
C 0.054 -0.765 0.277  -0.094
H 0.151 2.299 1.582  0.349
H -0.485 2.341 -1.146  0.295
C -0.718 1.252 -0.933  -0.717
H -1.177 0.648 -1.739  0.255
H 0.917 -0.892 0.851  0.448
N -1.081 -1.170 0.897  0.661
C 0.090 0.853 -0.018  0.726
C 0.821 1.572 1.064  -1.194
H -0.662 -1.553 -1.731  0.367
C 0.116 -1.737 -0.979  -1.326
H 0.962 0.807 1.855  0.356

The structure (SMILES) is C=C(C)[C@H](C)[N+]#N. As for the HOMO energy: -0.55059 Eh. Its charge is +1. For the LUMO energy, the calculation gives -5.34 eV.


Which structure wins on stability? x wins.


w | Entry from the OMol25 dataset: a cluster of 2 separate species, C5H9N2 in total (wB97M-V/def2-TZVPD).

Last column: Mulliken charge in e.
Positions of all 16 atoms, in Å:
H 0.018 -0.587 2.818  0.290
C -1.568 -0.044 -1.311  -0.031
H 3.314 1.154 -2.348  0.262
C 2.797 0.481 -1.594  -0.811
C -1.002 -0.492 2.470  -0.407
C -0.769 -1.019 -1.022  -0.248
H 3.372 -0.428 -1.364  0.236
H -1.703 -1.331 2.624  0.254
H -2.359 0.510 -1.852  0.399
N -0.716 0.127 -0.130  -0.356
C -1.750 0.704 2.028  0.031
H 1.763 0.328 -1.802  0.098
N -1.205 0.051 1.104  0.287
H 2.792 1.129 -0.667  0.225
H -0.446 -1.996 -1.143  0.405
H -2.538 1.415 2.189  0.367

As for the HOMO energy (alpha / beta): -0.51339 / -0.51337 Eh. Its charge is +1. For the LUMO energy (alpha / beta), the calculation gives -4.84 / -4.84 eV.


x | Entry from the OMol25 dataset: the ion C5H9N2 with charge +1 (wB97M-V/def2-TZVPD).

Last column: Mulliken charge in e.
Positions of all 16 atoms, in Å:
H 1.971 -0.777 -2.374  0.282
H 0.204 0.271 -2.042  0.243
H 2.007 -2.209 -1.315  0.315
H -1.862 1.013 -1.340  0.286
C -2.203 1.214 1.883  -0.685
C 2.215 -1.125 -1.395  -0.984
C 1.114 -0.608 -0.436  0.663
C -1.608 0.813 0.689  0.248
H -1.200 1.024 2.283  0.279
N 0.933 -0.962 0.806  -0.650
H 1.598 -1.558 1.272  0.226
H -2.876 0.604 2.383  0.323
C -1.090 0.702 -0.468  -0.039
H -2.472 2.293 2.036  0.319
N 0.086 0.096 -1.024  -0.155
H 3.185 -0.789 -0.957  0.328

As for the HOMO energy: -0.49993 Eh. Its charge is +1. For the LUMO energy, the calculation gives -5.97 eV.


Which structure wins on stability? x wins.


w | Entry from the OMol25 dataset: a cluster of 2 separate species, C5H9N2 in total (wB97M-V/def2-TZVPD).

Last column: Mulliken charge in e.
Positions of all 16 atoms, in Å:
C -1.634 1.385 0.481  -0.869
N -0.758 0.261 0.078  -0.183
H -1.946 -1.216 0.818  0.374
H 3.669 -0.365 1.180  0.427
C 0.978 0.652 -1.059  -0.817
C 2.818 0.034 0.646  0.109
H -1.194 2.299 -0.034  0.250
H -0.787 -2.945 0.218  0.264
H 1.017 0.024 -1.894  0.341
H -2.651 1.357 0.166  0.386
C -1.064 -0.941 0.251  0.129
N -0.474 -2.033 -0.147  -0.314
H 0.477 -1.987 -0.663  0.237
C 1.968 0.323 -0.175  -0.031
H -1.414 1.452 1.617  0.341
H 0.994 1.701 -1.484  0.358

As for the HOMO energy: -0.53158 Eh. Its charge is +1. For the LUMO energy, the calculation gives -5.30 eV.


x | Entry from the OMol25 dataset: the ion C5H9N2 with charge +1 (wB97M-V/def2-TZVPD).

Last column: Mulliken charge in e.
Positions of all 16 atoms, in Å:
H 0.962 -0.948 1.026  0.441
H -1.219 2.737 -0.872  0.296
C -1.502 -1.338 -0.059  -0.896
H 3.321 -0.085 0.696  0.216
C -1.132 1.007 0.156  0.666
H -1.016 -2.082 0.613  0.379
H 3.395 1.562 -0.233  0.297
C -1.463 2.266 -0.004  -0.797
H -2.499 -1.409 0.485  0.338
H -1.663 -1.890 -1.015  0.351
C 2.819 0.721 0.055  -0.243
N 1.583 0.692 -0.185  -0.348
H -1.969 2.978 0.685  0.271
C 0.796 -0.478 0.029  -0.388
N -0.701 -0.128 0.047  0.086
H 0.751 -1.249 -0.808  0.332

The structure (SMILES) is C=C=[N+](C)CN=C. As for the HOMO energy: -0.52245 Eh. Its charge is +1. For the LUMO energy, the calculation gives -4.30 eV.


y | Entry from the OMol25 dataset: a structure of composition C5H9N2 (wB97M-V/def2-TZVPD).

Last column: Mulliken charge in e.
Positions of all 16 atoms, in Å:
N 2.308 -0.458 0.269  -0.369
H 0.263 -1.623 -0.826  0.565
C -0.193 0.518 -0.902  0.034
C -1.565 -1.067 0.252  -0.401
H -2.998 0.431 0.950  0.486
N -1.196 1.248 -0.354  -0.220
C -2.147 0.120 0.488  -0.460
C 1.283 0.349 0.475  -0.491
H 1.493 1.510 0.287  0.342
H -1.154 2.190 -0.104  0.258
C -0.468 -0.844 -0.572  -0.587
H 0.281 1.107 -1.716  0.472
H -1.864 -2.064 0.700  0.360
H 2.273 -1.435 0.078  0.284
H 0.635 0.147 1.285  0.458
H 3.047 -0.130 -0.309  0.268

As for the HOMO energy: -0.48903 Eh. Its charge is +1. For the LUMO energy, the calculation gives -4.86 eV.


Which structure wins on stability? y wins.